Entry from the Open Molecules 2025 dataset: the molecule C5H6O2 in a non-equilibrium geometry (the ωB97M-V functional and the def2-TZVPD basis).

Cartesian coordinates (Å):
C1 1.35318 0.66989 0.04099
C2 2.08260 1.70104 0.09762
C3 1.03674 -0.79886 0.06802
C4 -0.56405 -0.42878 0.00944
C5 -0.20031 0.95710 -0.29404
O1 -0.39446 1.32076 -1.58431
O2 -0.83919 1.83732 0.63223
H1 1.28581 -1.46417 -0.83991
H2 1.43779 -1.10412 1.08439
H3 -1.05137 -1.05964 -0.75832
H4 -0.86895 -0.69941 0.95574
H5 0.17316 2.02102 -1.83311
H6 -1.21377 1.43697 1.38460

## Properties
Relative energy (zero: lowest compared OMol25 entry of this formula, charge and spin) (kcal/mol): 126.5
Kohn-Sham gap (eV): 9.64
M (g/mol): 98.10
Total energy (hartree): -344.40024


Entry from the Open Molecules 2025 dataset: the molecule C5H6O2 (the ωB97M-V functional and the def2-TZVPD basis).

Cartesian coordinates (Å):
O1 -1.08690 -0.87541 1.96544
C1 -0.62674 -1.17758 0.89058
C2 0.07954 -0.21861 -0.00999
C3 0.41315 1.14289 0.54528
C4 -0.75385 0.99055 -0.36771
C5 0.98126 -0.82189 -1.04689
O2 0.77827 -0.77831 -2.23669
H1 -0.78033 -2.19149 0.46393
H2 1.29793 1.64007 0.15882
H3 0.22755 1.26518 1.60820
H4 -0.67173 1.32405 -1.39715
H5 -1.74467 1.02573 0.07338
H6 1.88651 -1.32518 -0.64720

## Properties
SMILES: O=CC1(C=O)CC1
Relative energy (zero: lowest compared OMol25 entry of this formula, charge and spin) (kcal/mol): 34.5
Kohn-Sham gap (eV): 10.68
M (g/mol): 98.10
Total energy (hartree): -344.54695


Entry from the Open Molecules 2025 dataset: C5H6O2 as an isolated structure (the ωB97M-V functional and the def2-TZVPD basis).

Cartesian coordinates (Å):
C1 1.06138 0.30282 1.54008
O1 0.96376 -0.90869 1.10641
C2 0.02477 -1.45387 0.35682
C3 -0.78278 -0.64149 -0.56572
O2 -1.47442 0.52886 0.06087
C4 -0.70266 1.31921 -0.76837
C5 -0.04097 0.37184 -1.42726
H1 1.93703 0.49857 2.14170
H2 0.22528 0.97662 1.44526
H3 0.24181 -2.48867 0.12103
H4 -1.51861 -1.26914 -1.08168
H5 -0.73288 2.40076 -0.68698
H6 0.75035 0.30269 -2.15689

## Properties
Relative energy (zero: lowest compared OMol25 entry of this formula, charge and spin) (kcal/mol): 127.2
Kohn-Sham gap (alpha / beta) (eV): 7.86 / 8.32
M (g/mol): 98.10
Total energy (hartree): -344.39923


Entry from the Open Molecules 2025 dataset: the molecule C5H6O2 in a non-equilibrium geometry (the ωB97M-V functional and the def2-TZVPD basis).

Cartesian coordinates (Å):
C1 0.26428 -1.56759 0.45192
C2 0.55524 -0.11533 0.76403
C3 0.25775 0.79861 -1.41582
C4 -0.69862 0.77645 0.86099
C5 -0.88736 1.31170 -0.32019
O1 1.60118 0.28112 1.27760
O2 -0.06842 0.28988 -2.46923
H1 1.25634 1.24876 -1.25998
H2 -1.19372 0.93732 1.80708
H3 -1.70551 1.81221 -0.81436
H4 -0.75751 -1.71737 0.09919
H5 0.42829 -2.16193 1.35322
H6 0.94805 -1.89384 -0.33445

## Properties
SMILES: CC(=O)/C=C\C=O
Relative energy (zero: lowest compared OMol25 entry of this formula, charge and spin) (kcal/mol): 58.8
Kohn-Sham gap (eV): 9.12
M (g/mol): 98.10
Total energy (hartree): -344.50825


Entry from the Open Molecules 2025 dataset: the molecule C5H6O2 (the ωB97M-V functional and the def2-TZVPD basis).

Cartesian coordinates (Å):
O1 -1.76588 -1.74014 1.60186
C1 -1.52187 -0.36307 1.79979
C2 -0.45558 0.14053 0.92383
C3 0.45103 0.47416 0.20309
C4 1.47865 0.94622 -0.72128
C5 1.28863 0.42762 -2.14028
O2 2.20600 0.24898 -2.89970
H1 -0.90600 -2.17863 1.57215
H2 -1.26507 -0.14007 2.84680
H3 -2.46135 0.15413 1.58103
H4 2.49502 0.70817 -0.39205
H5 1.40133 2.04078 -0.77571
H6 0.23560 0.25382 -2.44277

## Properties
SMILES: O=CCC#CCO
Relative energy (zero: lowest compared OMol25 entry of this formula, charge and spin) (kcal/mol): 54.9
Kohn-Sham gap (eV): 10.68
M (g/mol): 98.10
Total energy (hartree): -344.51447


Entry from the Open Molecules 2025 dataset: the molecule C5H6O2 in a non-equilibrium geometry (the ωB97M-V functional and the def2-TZVPD basis).

Cartesian coordinates (Å):
O1 -1.70626 -1.48964 -0.67043
C1 -0.81298 -0.82543 -0.21393
C2 -0.56887 -0.73176 1.23660
O2 0.09885 0.44098 1.67091
C3 0.71331 1.31108 0.96476
C4 0.84981 1.02542 -0.43920
C5 0.10445 -0.08351 -1.04909
H1 0.05168 -1.56669 1.56724
H2 -1.48874 -0.74219 1.81331
H3 -0.45868 0.38540 -1.89706
H4 1.91412 1.05633 -0.63318
H5 0.50667 1.98923 -0.82972
H6 0.79664 -0.76921 -1.52021

## Properties
Relative energy (zero: lowest compared OMol25 entry of this formula, charge and spin) (kcal/mol): 79.8
Kohn-Sham gap (eV): 8.73
M (g/mol): 98.10
Total energy (hartree): -344.47467


Entry from the Open Molecules 2025 dataset: the molecule C5H6O2 (the ωB97M-V functional and the def2-TZVPD basis).

Cartesian coordinates (Å):
O1 -2.27275 -0.36782 0.09115
C1 -0.96187 -0.80933 0.29382
C2 0.05722 0.11105 -0.43197
C3 -0.01683 1.48369 0.22160
O2 -1.04722 2.11972 0.26529
C4 1.41879 -0.42281 -0.41472
C5 2.54151 -0.85454 -0.38386
H1 -2.28113 0.59383 0.23117
H2 -0.68847 -0.86396 1.36010
H3 -0.88609 -1.81836 -0.11954
H4 -0.30291 0.20883 -1.46441
H5 0.90346 1.86428 0.70494
H6 3.53628 -1.24458 -0.35357

## Properties
SMILES: C#C[C@H](C=O)CO
Relative energy (zero: lowest compared OMol25 entry of this formula, charge and spin) (kcal/mol): 55.6
Kohn-Sham gap (eV): 10.64
M (g/mol): 98.10
Total energy (hartree): -344.51337


Entry from the Open Molecules 2025 dataset: a 2-piece molecular cluster, C5H6O2 overall in a non-equilibrium geometry (the ωB97M-V functional and the def2-TZVPD basis).

Cartesian coordinates (Å):
O1 -2.01472 -0.44498 0.67771
C1 -1.05269 -0.83239 -0.27428
C2 -0.45929 0.41544 -0.95594
C3 0.33280 1.55845 -0.39991
O2 0.63519 1.64869 0.77090
C4 1.61854 -0.21607 0.02673
C5 2.13587 -0.83854 0.93886
H1 -1.50102 0.03015 1.34667
H2 -0.28369 -1.45972 0.17138
H3 -1.56408 -1.46506 -1.01525
H4 -1.09716 0.75309 -1.80771
H5 0.64439 2.38175 -1.09375
H6 2.60585 -1.53082 1.61460

## Properties
Relative energy (zero: lowest compared OMol25 entry of this formula, charge and spin) (kcal/mol): 194.4
Kohn-Sham gap (alpha / beta) (eV): 8.15 / 7.12
M (g/mol): 98.10
Total energy (hartree): -344.29205